*i*
Formula: C5H15N3
Source: the Open Molecules 2025 dataset
Level of theory: the ωB97M-V functional and the def2-TZVPD basis

The lowest unoccupied orbital energy is 0.0323 Eh. As for the molecular weight: 117.20 g/mol. The calculation puts the gap between HOMO and LUMO at 0.294 hartree.

Element x y z (Å)
C: 1.12897 1.17637 -1.24233
C: 0.92291 -0.36023 0.75110
C: -1.55088 0.14667 0.66784
C: 0.75035 -1.70952 1.35793
C: -2.25576 -0.99004 -0.06094
N: 1.40777 -0.21216 -0.46102
N: -0.22961 1.40877 -1.31170
N: 1.79210 2.16350 -0.42548
H: 1.30853 -1.02328 -1.06619
H: 1.61968 0.97402 -2.20390
H: 1.00636 0.50879 1.38955
H: -0.75739 0.78318 -0.24687
H: 1.38025 3.06943 -0.60117
H: -0.61328 0.98915 -2.15230
H: 2.79388 2.18878 -0.56617
H: -1.35870 -0.09358 1.71390
H: -2.17987 1.04609 0.68308
H: 1.69160 -2.01915 1.82521
H: -0.01575 -1.70278 2.13240
H: 0.48462 -2.46014 0.61118
H: -1.64504 -1.89832 -0.09572
H: -3.20942 -1.27297 0.39909
H: -2.47132 -0.71256 -1.09749


*ii*
Formula: C5H15N3
Source: the Open Molecules 2025 dataset
Level of theory: the ωB97M-V functional and the def2-TZVPD basis

The SMILES is CNCCNCCN. The lowest unoccupied orbital energy is 0.0378 Eh. As for the molecular weight: 117.20 g/mol. The calculation puts the gap between HOMO and LUMO at 0.346 hartree.

Element x y z (Å)
C: 3.28157 0.99522 -1.15358
N: 1.83605 0.74124 -1.07048
C: 1.14654 1.65863 -0.19645
C: -0.30931 1.21356 0.14261
N: -0.32803 0.23917 1.21349
C: -1.31896 -0.91109 1.28922
C: -2.32604 -1.22436 0.16799
N: -2.18016 -2.52391 -0.49646
H: 3.59644 -0.00576 -1.47496
H: 3.45508 1.84645 -1.86467
H: 3.75674 1.55121 -0.31684
H: 1.67063 -0.23144 -0.85780
H: 0.91525 2.57408 -0.75019
H: 1.71326 1.89915 0.71485
H: -0.83632 2.18040 0.31790
H: -0.71479 0.66709 -0.70280
H: -0.29410 0.63648 2.14042
H: -0.58863 -1.72738 1.38993
H: -1.86153 -0.85323 2.24678
H: -2.18832 -0.48766 -0.61352
H: -3.28126 -1.25572 0.68111
H: -2.68530 -3.31711 -0.11639
H: -1.23014 -2.87740 -0.41044


*iii*
Formula: C5H15N3
Source: the Open Molecules 2025 dataset
Level of theory: the ωB97M-V functional and the def2-TZVPD basis

The SMILES is C[C@@H](CN)NCCN. The lowest unoccupied orbital energy is 0.0367 Eh. As for the molecular weight: 117.20 g/mol. The calculation puts the gap between HOMO and LUMO at 0.352 hartree.

Element x y z (Å)
C: 2.34776 0.81938 1.02349
C: 1.39817 0.03003 0.16163
C: 1.62936 -1.48712 0.34173
N: 0.54991 -2.44648 0.71472
N: -0.00930 0.25996 0.42573
C: -0.88314 0.94204 -0.64709
C: -2.32642 0.72061 -0.32429
N: -2.99131 0.84911 -1.62315
H: 3.43235 0.69796 0.84013
H: 2.26073 0.61318 2.13904
H: 2.16043 1.92219 0.59813
H: 1.65259 0.32234 -0.96959
H: 2.15641 -1.92533 -0.53312
H: 2.37682 -1.82657 1.10548
H: 0.34500 -2.90513 -0.28483
H: -0.32209 -1.96327 0.96609
H: -0.18827 0.47308 1.48402
H: -0.65805 0.66593 -1.61159
H: -0.77901 2.11728 -0.77190
H: -2.68989 1.44361 0.43138
H: -2.54976 -0.35505 0.03232
H: -3.04296 -0.13349 -1.91441
H: -3.86933 1.16575 -1.58394


In terms of stability, *ii* leads; the second structure lies 64.0 kJ/mol higher.


*i*
Formula: C5H15N3
Source: the Open Molecules 2025 dataset
Level of theory: the ωB97M-V functional and the def2-TZVPD basis

The lowest unoccupied orbital energy is 0.0237 Eh. As for the molecular weight: 117.20 g/mol. The calculation puts the gap between HOMO and LUMO at 0.297 hartree.

Element x y z (Å)
C: 0.17183 0.83761 1.27886
C: -1.12637 1.63164 -0.62184
N: 0.17643 1.34167 -0.07172
C: 1.19981 1.06557 -0.93743
C: 1.12531 1.04137 -2.27817
H: 2.14777 0.89154 -0.44273
H: 1.20128 0.74259 1.62894
H: 0.90516 -1.13458 1.24575
H: -1.82913 1.81588 0.18851
H: -0.29961 1.57299 1.94775
H: -1.51720 0.79599 -1.21917
H: -1.07877 2.51640 -1.26131
H: 2.02542 1.00113 -2.86795
H: 0.22759 1.27916 -2.82379
C: -1.50904 -1.51390 1.03481
N: -0.81909 -2.31135 0.23072
N: 1.38852 -1.89150 0.74850
H: -0.81663 -1.98922 -0.73540
H: 1.52659 -1.80466 -0.25187
H: 1.55054 -2.76981 1.22320
H: -0.64287 -0.25811 1.28313
H: -1.64770 -1.90468 2.04666
H: -2.35982 -0.95572 0.65453


*ii*
Formula: C5H15N3
Source: the Open Molecules 2025 dataset
Level of theory: the ωB97M-V functional and the def2-TZVPD basis

The SMILES is C[C@H](N)CNCCN. The lowest unoccupied orbital energy is 0.0386 Eh. As for the molecular weight: 117.20 g/mol. The calculation puts the gap between HOMO and LUMO at 0.366 hartree.

Element x y z (Å)
C: -0.45214 -2.68569 -0.65438
C: 0.85017 -1.86034 -0.70456
N: 1.87724 -2.29567 0.23602
C: 0.58380 -0.33130 -0.48964
N: -0.67257 -0.04721 0.23487
C: -1.10970 1.34507 0.09751
C: -0.22510 2.39892 0.73478
N: -0.47643 3.72548 0.13688
H: -0.80363 -2.75235 0.38217
H: -1.23322 -2.15078 -1.18319
H: -0.21036 -3.68055 -1.02071
H: 1.26610 -1.97585 -1.71020
H: 1.53894 -2.26719 1.18430
H: 2.35188 -3.14464 -0.02530
H: 0.52071 0.16650 -1.45691
H: 1.47751 0.03114 0.02517
H: -0.45347 -0.19008 1.21551
H: -2.05297 1.35644 0.63193
H: -1.39642 1.54461 -0.93257
H: 0.84135 2.16470 0.67270
H: -0.42863 2.41829 1.81211
H: -1.47428 3.80434 -0.04177
H: -0.31878 4.42615 0.85527


In terms of stability, *ii* leads; the second structure lies 371.7 kJ/mol higher.


*i*
Formula: C2H4N2O2S
Source: the Open Molecules 2025 dataset
Level of theory: the ωB97M-V functional and the def2-TZVPD basis

The SMILES is ONC1=NSCO1. The lowest unoccupied orbital energy is 0.0264 Eh. As for the molecular weight: 120.13 g/mol. The calculation puts the gap between HOMO and LUMO at 0.333 hartree.

Element x y z (Å)
O: 2.24571 0.04165 0.38570
N: 1.44841 -0.91588 -0.30055
C: 0.10589 -0.57279 -0.21561
N: -0.77427 -1.46473 0.01968
S: -2.34125 -0.64420 0.03434
C: -1.45625 1.04763 0.11214
O: -0.19834 0.73324 -0.45291
H: 2.68429 0.53999 -0.32891
H: 1.60690 -1.82780 0.07988
H: -1.99256 1.77059 -0.55206
H: -1.32853 1.29230 1.21829


*ii*
Formula: C2H4N2O2S
Source: the Open Molecules 2025 dataset
Level of theory: the ωB97M-V functional and the def2-TZVPD basis

The SMILES is C=C(SN)[N+](=O)[O-]. The lowest unoccupied orbital energy is -0.0204 Eh. As for the molecular weight: 120.13 g/mol. The calculation puts the gap between HOMO and LUMO at 0.298 hartree.

Element x y z (Å)
C: -1.29111 -1.46457 -0.04713
C: -0.77091 -0.30756 0.33092
S: 0.06490 0.90179 -0.96470
N: 1.43910 1.48997 -0.09846
N: -0.90988 0.24688 1.63592
O: -0.91409 -0.44387 2.59404
O: -0.98185 1.43525 1.66318
H: -1.41734 -1.82336 -1.07064
H: -2.06582 -2.06189 0.48089
H: 2.10524 1.77076 -0.76404
H: 1.06787 1.91069 0.70405


In terms of stability, *i* leads; the second structure lies 253.0 kJ/mol higher.


*i*
Formula: C8H10N2
Source: the Open Molecules 2025 dataset
Level of theory: the ωB97M-V functional and the def2-TZVPD basis

The SMILES is CC1(C)N=NC2=CCC=C21. The lowest unoccupied orbital energy is 0.0140 Eh. As for the molecular weight: 134.18 g/mol. The calculation puts the gap between HOMO and LUMO at 0.332 hartree.

Element x y z (Å)
C: -1.60923 -1.47810 -1.02423
C: -1.10463 -0.23663 -0.35909
C: -1.96481 0.13280 0.79474
N: -1.22445 0.87266 -1.28817
N: -0.23362 1.56850 -1.43667
C: 0.86071 1.12406 -0.60441
C: 2.18828 1.33172 -0.26025
C: 2.59974 0.21806 0.63631
C: 1.34214 -0.58716 0.82498
C: 0.38601 -0.06976 0.04687
H: -2.44764 -1.15363 -1.58991
H: -1.85257 -2.23689 -0.33352
H: -0.91996 -1.94637 -1.71439
H: -1.59937 -0.38330 1.65236
H: -2.98771 0.11788 0.57866
H: -1.85773 1.21998 1.26434
H: 2.72798 2.23124 -0.52208
H: 2.89214 0.93319 1.54450
H: 3.47705 -0.32092 0.30560
H: 1.32769 -1.33733 1.48439


*ii*
Formula: C8H10N2
Source: the Open Molecules 2025 dataset
Level of theory: the ωB97M-V functional and the def2-TZVPD basis

The SMILES is C[C@@H]1CCc2nccnc21. The lowest unoccupied orbital energy is 0.0110 Eh. As for the molecular weight: 134.18 g/mol. The calculation puts the gap between HOMO and LUMO at 0.349 hartree.

Element x y z (Å)
C: -1.22846 1.72335 -0.40219
C: 0.22652 1.10783 -0.59363
C: 0.07963 0.26006 -1.77727
C: -0.53160 -1.17376 -1.20046
C: 0.16928 -1.04488 0.07367
N: 0.53848 -1.94489 0.94195
C: 0.98884 -1.55704 2.21320
C: 1.20224 -0.40497 2.32870
N: 1.33970 0.67901 1.39469
C: 0.72997 0.23449 0.41927
H: -2.13295 0.76795 -0.54300
H: -1.61187 2.62771 -0.99589
H: -1.27976 2.22401 0.60113
H: 0.75511 2.11045 -0.76721
H: 0.86844 -0.20126 -2.30567
H: -0.66574 0.61649 -2.51952
H: -1.70573 -1.33052 -1.19787
H: -0.20798 -1.97290 -1.94963
H: 1.16519 -2.60064 2.87990
H: 1.30069 -0.12049 3.39981


In terms of stability, *i* leads; the second structure lies 207.0 kJ/mol higher.